Below is a 2-piece molecular cluster, C8H8ClNO2 overall in a non-equilibrium geometry, with properties calculated with wB97M-V/def2-TZVPD.

Output
E (a.u.): -974.8959
HOMO-LUMO gap (spin up / spin down) (eV): 6.8 / 9.2
E_HOMO (spin up / spin down) (eV): -7.06 / -8.83

```
20
Properties=species:S:1:pos:R:3:forces:R:3:mulliken_charge:R:1
C 3.3136 -0.0269 -0.1938 0.40 -2.27 1.03 -0.22
C 2.8242 -1.1066 0.5984 1.19 1.67 -0.08 -0.60
C 2.5530 0.6814 -1.0223 -1.98 -0.82 0.47 -0.55
C 1.4384 -1.1379 0.7019 0.18 -0.42 -1.62 -0.36
C 1.1893 0.3947 -1.1367 -0.59 2.98 -2.93 -0.12
C 0.6689 -0.5058 -0.3159 -0.16 -1.03 2.43 0.14
C -2.9406 1.4175 1.0104 -0.37 -2.08 -1.33 0.07
C -2.3249 -0.6272 -0.2892 1.49 0.00 2.07 0.30
N -2.5161 0.0934 0.9248 0.54 -1.86 1.53 -0.15
O -3.2934 2.0325 0.0213 0.19 0.25 0.37 -0.59
O -2.4997 -0.1153 -1.4619 -0.19 0.28 -1.59 -0.42
Cl -2.5714 -2.3371 -0.1754 -0.18 -0.19 0.23 -0.20
H 4.3201 0.2478 -0.1723 1.68 0.00 0.25 0.37
H 3.6503 -1.6783 1.1260 -1.81 0.51 -0.11 0.28
H 2.9756 1.4735 -1.5044 0.90 2.03 -1.56 0.44
H 0.9944 -1.6931 1.4749 -0.75 -0.97 0.67 0.39
H 0.6573 1.0856 -1.9101 0.37 -1.72 1.49 0.23
H -3.0701 1.7343 2.0238 0.26 0.59 0.82 0.38
H -2.2380 -0.5414 1.7993 -0.95 2.41 -2.50 0.26
H -3.1308 0.6089 -1.4989 -0.21 0.65 0.37 0.37
```
Forces are in eV/Å.



Below is one molecule with the formula C8H8ClO2P in a non-equilibrium geometry, with properties calculated with wB97M-V/def2-TZVPD.

Output
E (a.u.): -1261.4833
HOMO-LUMO gap (spin up / spin down) (eV): 7.1 / 7.8
E_HOMO (spin up / spin down) (eV): -9.11 / -8.92

```
20
Properties=species:S:1:pos:R:3:forces:R:3:mulliken_charge:R:1
C 2.3038 -1.6282 0.4737 0.87 -2.15 0.45 -0.38
C 3.0832 -0.8941 1.3412 2.02 0.24 -1.08 -0.48
C 1.0040 -1.3264 0.2366 3.11 4.50 2.59 -0.74
C 2.6653 0.3326 1.7670 -0.91 0.21 0.53 -0.46
C 0.5572 -0.0557 0.6576 -1.31 -0.38 -1.30 0.77
C 1.4287 0.7259 1.3399 -0.72 0.54 0.40 -0.25
C -1.5410 1.3039 0.4381 -1.42 -0.95 1.45 -0.62
C -2.3015 0.5090 -2.4500 1.63 1.18 0.25 -0.43
O -3.9723 0.1278 -0.1446 -0.74 -0.37 0.36 -0.46
O -0.7198 0.2071 0.1627 0.61 -0.40 -0.46 -0.13
P -3.1127 1.1741 -0.7322 2.82 -0.60 -1.64 0.43
Cl -3.4892 0.4141 -3.7752 0.05 0.55 0.16 -0.17
H 2.7167 -2.5897 0.1341 -0.33 0.45 0.02 0.29
H 4.1476 -1.1287 1.4512 -0.50 -0.32 0.39 0.32
H 0.4028 -1.9665 -0.1603 -3.77 -3.59 -2.80 0.60
H 3.2075 0.8618 2.5108 0.57 0.70 0.21 0.41
H -2.1444 1.0060 1.3577 0.80 0.95 -0.59 0.29
H -0.9941 2.2408 0.5645 -0.28 0.06 -0.24 0.44
H -1.3638 1.1924 -2.6869 -2.22 -0.97 0.25 0.30
H -1.8780 -0.5061 -2.4858 -0.27 0.34 1.06 0.26
```
Forces are in eV/Å.



Below is one molecule with the formula C8H8ClOP in a non-equilibrium geometry, with properties calculated with wB97M-V/def2-TZVPD.

Output
SMILES: O[C@@H](Cl)CP1c2ccccc21
E (a.u.): -1186.3195
HOMO-LUMO gap (eV): 9.1
E_HOMO (eV): -8.57

```
19
Properties=species:S:1:pos:R:3:forces:R:3:mulliken_charge:R:1
O -3.3642 1.0684 0.9947 -3.21 -0.03 -2.66 -0.53
C -2.3924 0.3532 0.4222 2.06 -0.45 -0.11 0.18
Cl -3.0122 -1.2468 -0.3145 -0.42 0.26 1.30 -0.23
C -1.7392 0.9460 -0.8173 -1.46 1.54 0.06 -0.91
P -0.6953 -0.2224 -1.8143 0.95 -0.29 0.34 -0.03
C 0.9856 0.0830 -1.1688 -1.22 -0.21 -0.72 0.36
C 2.1932 0.6324 -0.8417 0.79 -0.43 0.55 -0.85
C 2.8673 -0.0934 0.1177 1.60 0.06 1.52 -0.10
C 2.3089 -1.2511 0.7527 3.17 0.52 1.14 -0.30
C 1.0602 -1.6823 0.4562 -1.07 -2.05 0.71 -0.47
C 0.4462 -1.0221 -0.5916 -0.80 1.03 -0.36 0.15
H -3.3195 1.5712 1.7716 1.14 0.41 1.72 0.36
H -1.6511 0.2207 1.2073 0.45 -1.19 -0.30 0.35
H -1.3075 1.9161 -0.5405 0.62 -0.32 0.02 0.38
H -2.5912 1.2849 -1.4564 0.47 -0.55 0.11 0.40
H 2.6960 1.4950 -1.2297 -0.31 0.47 -0.41 0.42
H 3.8663 0.3539 0.4613 -1.44 -1.14 -0.45 0.25
H 2.9438 -1.8465 1.5232 -1.18 1.34 -1.36 0.24
H 0.7049 -2.5601 1.0680 -0.14 1.03 -1.09 0.33
```
Forces are in eV/Å.